ORCA calculation (wB97M-V/def2-TZVPD) on 2 unconnected molecules or ions with the total composition C7H18N2O in a non-equilibrium geometry.

Structure (XYZ):
```
28
Properties=species:S:1:pos:R:3
O 1.0487 1.8385 -0.9533
N 1.1389 -1.4601 -1.4721
N -1.1480 1.0948 -0.2180
C 3.0790 -0.7451 -0.1229
C -3.1872 0.9455 1.1327
C 1.7386 -1.3800 -0.3520
C 1.0756 -1.9717 0.8496
C 0.2158 1.6348 0.1356
C -1.7916 0.3835 0.8717
C -1.2686 0.4393 -1.4861
H 0.0463 2.6284 0.5734
H -0.9549 1.1154 -2.2778
H 2.9479 0.2217 0.3811
H 0.0524 -2.2541 0.6166
H -2.3088 0.1658 -1.6544
H -3.6511 0.4301 1.9690
H 1.6791 -1.1327 -2.2718
H 1.0814 -1.2658 1.6785
H -3.8196 0.8259 0.2572
H -0.5995 -0.5008 -1.5683
H -3.1222 2.0036 1.3640
H 3.6930 -1.3723 0.5100
H -1.8618 -0.6922 0.6529
H -1.1961 0.4974 1.7827
H 1.6226 -2.8621 1.1617
H 0.7087 0.9948 0.8962
H 3.6000 -0.5716 -1.0627
H 1.1813 0.9893 -1.3935
```

Energy   -462.21273 Ha
Orbital gap   8.63 eV
Energy above the lowest of the compared OMol25 structures with the same formula, charge and spin   43.4 kcal per mole
Structure (SMILES)   CCN(C)CO.CC(C)=N